No. 1
DFT (ωB97M-V/def2-TZVPD) results for one molecule with the formula C5H9NO at a distorted geometry.

Orbital gap (alpha / beta) = 8.5 / 7.1 eV

Structure (ORCA input):
```
! wB97M-V def2-TZVPD RIJCOSX def2/J DEFGRID3
* xyz 0 1
C -1.3570 -0.9930 0.5968
C 1.5172 0.5312 0.8970
C 0.7389 -0.0429 -0.2701
C -0.9794 0.1932 -0.0230
C -1.5647 1.2673 -0.5233
O 0.6611 -1.5849 0.0135
N 1.1464 0.3009 -1.4701
H 0.7010 -2.0310 -0.8459
H 0.6354 -0.1913 -2.2030
H -1.9790 -1.7321 0.1071
H -1.0839 -1.2057 1.6216
H 2.5355 0.1454 0.8712
H 1.0643 0.2523 1.8487
H 1.5375 1.6168 0.8159
H -0.9651 1.9749 -1.0847
H -2.6083 1.4989 -0.3513
*
```

---

No. 2
DFT (ωB97M-V/def2-TZVPD) results for one molecule with the formula C7H11N at a distorted geometry.

Orbital gap = 9.0 eV
Structure (SMILES) = N[C@]12CC=CC[C@@H]1C2

Structure (ORCA input):
```
! wB97M-V def2-TZVPD RIJCOSX def2/J DEFGRID3
* xyz 0 1
N -1.0527 0.0878 1.2988
C -0.8521 -0.5536 -0.0808
C 0.2503 -1.5405 -0.1650
C 1.4622 -0.7910 0.0627
C 1.7708 0.6039 -0.1812
C 0.4506 1.4767 0.1896
C -0.2985 0.6047 -0.8282
C -1.7243 0.1515 -0.8924
H -0.1385 0.0872 1.7478
H -1.7927 -0.4170 2.0037
H 0.4532 -1.6792 -1.2693
H 0.1455 -2.1891 0.8364
H 2.4634 -1.2969 0.3054
H 2.8167 0.9556 -0.3385
H -0.2459 1.4570 1.1633
H 0.6688 2.6413 -0.1149
H 0.2402 -0.1021 -1.5775
H -2.2096 -0.0772 -1.9683
H -2.4074 0.5811 -0.1919
*
```

---

No. 3
DFT (ωB97M-V/def2-TZVPD) results for a 2-piece molecular cluster, C4H12 overall at a distorted geometry.

Orbital gap = 12.3 eV
Structure (SMILES) = CC.CC

Structure (ORCA input):
```
! wB97M-V def2-TZVPD RIJCOSX def2/J DEFGRID3
* xyz 0 1
C -1.0331 -0.5137 -2.0835
C 0.2576 0.3126 -2.1723
H -1.4306 -0.3668 -1.0196
H -1.8869 -0.1194 -2.6225
H -1.3210 -1.5189 -2.2317
H 1.0108 0.0534 -1.3538
H -0.0976 1.3825 -2.1947
H 0.7325 0.3304 -3.2038
C 1.1389 0.5155 2.1108
C -0.2558 -0.3043 2.1204
H 1.7953 -0.4444 1.9355
H 1.1595 1.0725 1.1635
H 1.3204 1.1459 3.0064
H -0.3332 -0.5134 3.2071
H -0.0214 -1.3180 1.4811
H -1.0353 0.2861 1.8571
*
```

---

No. 4
DFT (ωB97M-V/def2-TZVPD) results for C4H6O2 as an isolated structure at a distorted geometry.

Orbital gap = 9.7 eV

Structure (ORCA input):
```
! wB97M-V def2-TZVPD RIJCOSX def2/J DEFGRID3
* xyz 0 1
C -0.5558 -1.2619 -0.2672
C 0.2617 -0.3566 0.5906
O 1.3518 -0.6268 1.0819
C -0.3242 0.9613 0.7498
C 0.8548 1.1345 -0.6664
O 0.4019 1.0398 -1.7658
H -0.7989 -0.8082 -1.2378
H -1.4973 -1.4254 0.2661
H 0.0253 -2.1662 -0.3692
H -1.2759 1.1801 0.2659
H -0.3938 1.2035 1.8393
H 1.9504 1.1257 -0.4871
*
```

---

No. 5
DFT (ωB97M-V/def2-TZVPD) results for C3H10N2O as an isolated structure at a distorted geometry.

Orbital gap = 8.9 eV

Structure (ORCA input):
```
! wB97M-V def2-TZVPD RIJCOSX def2/J DEFGRID3
* xyz 0 1
C 0.0633 -0.4028 0.0281
C -1.3339 -1.0382 1.2438
C 0.5379 1.7377 -1.1845
N -0.5303 0.8244 -0.0131
N 1.2823 -0.5194 0.6973
O 0.0225 -1.1630 -1.1216
H 0.4661 -2.0044 -0.9571
H -1.4043 0.7560 -0.5220
H 1.3570 0.1102 1.4834
H 2.0967 -0.4984 0.0994
H -1.8292 -1.7952 0.6427
H -2.0492 -0.3249 1.6374
H -0.8048 -1.4801 2.0809
H -0.1198 2.5405 -1.5016
H 1.3602 2.1018 -0.5754
H 0.8854 1.1558 -2.0377
*
```

---

No. 6
DFT (ωB97M-V/def2-TZVPD) results for an isolated ion of composition C4H11N2O and charge +1 at a distorted geometry.

Orbital gap = 9.3 eV
Structure (SMILES) = NCC[C@H]([NH3+])C=O

Structure (ORCA input):
```
! wB97M-V def2-TZVPD RIJCOSX def2/J DEFGRID3
* xyz 1 1
N -1.6406 -0.8472 -1.5174
C -1.5718 -0.7974 -0.0927
C -0.0178 -0.8796 0.2140
C 0.8837 0.3214 -0.0728
N 2.1043 0.5965 0.8907
C 0.0942 1.6694 0.1466
O 0.6300 2.6274 0.6180
H -1.7456 -1.7531 -2.0724
H -2.4566 -0.3359 -1.7995
H -2.0880 -1.6837 0.3789
H -2.1520 -0.0109 0.3268
H 0.4285 -1.7608 -0.2369
H 0.1401 -0.8781 1.3161
H 1.4179 0.1452 -1.0603
H 2.6412 1.3839 0.5797
H 2.5200 -0.3065 0.9671
H 1.7029 0.8779 1.7744
H -0.8903 1.6317 -0.3601
*
```

---

No. 7
DFT (ωB97M-V/def2-TZVPD) results for an isolated ion of composition C5H8O and charge -1 at a distorted geometry.

Orbital gap (alpha / beta) = 3.7 / 6.2 eV

Structure (ORCA input):
```
! wB97M-V def2-TZVPD RIJCOSX def2/J DEFGRID3
* xyz -1 2
C 1.6743 -0.8454 0.3107
C 1.7853 -2.1114 -0.3210
C -1.4164 1.3527 -0.3168
O -2.5441 1.0115 0.6043
C -0.0852 0.8686 0.1108
C 0.2870 -0.3756 0.4880
H 2.3312 -0.0065 0.0808
H 2.4351 -2.3331 -1.1599
H 1.1557 -2.8834 0.1210
H -1.7501 0.7355 -1.1525
H -1.4884 2.4034 -0.5935
H -2.5912 1.7065 1.2577
H 0.6526 1.5260 -0.3542
H -0.4456 -1.0488 0.9246
*
```

---

No. 8
DFT (ωB97M-V/def2-TZVPD) results for one molecule with the formula H4O2Si2 at a distorted geometry.

Orbital gap = 11.0 eV

Structure (ORCA input):
```
! wB97M-V def2-TZVPD RIJCOSX def2/J DEFGRID3
* xyz 0 1
O -0.5881 1.0070 -0.4091
O 0.5414 -1.0082 0.2369
Si 0.9078 0.1295 -0.7991
Si -1.0535 -0.1066 0.7163
H 1.0302 -0.4272 -2.2085
H 1.9507 1.0065 -0.3324
H -0.5203 0.2969 2.0876
H -2.2681 -0.8980 0.7082
*
```

---

Computed values of energy above the lowest of the compared OMol25 structures with the same formula, charge and spin (unit: kcal per mole) for the preceding records, in sequence: 129.14; 205.70; 43.42; 64.00; 76.65; 69.88; 29.48; 17.59.